[1]
# C40H33AsClF6N5PS3V

A structure of composition C40H33AsClF6N5PS3V (ωB97M-V/def2-TZVPD, the OMol25 dataset).

ORCA input file:
```
! wB97M-V def2-TZVPD RIJCOSX def2/J DEFGRID3
* xyz -2 3
V 0.183 0.775 0.464
Cl -1.825 1.707 2.281
C -3.341 1.005 1.807
C -4.450 1.446 2.525
C -5.703 0.937 2.246
C -5.851 -0.021 1.251
C -4.740 -0.452 0.551
C -3.459 0.052 0.798
P -2.042 -0.615 -0.181
C -2.504 -0.261 -1.911
C -3.577 0.531 -2.306
C -3.834 0.733 -3.655
C -3.022 0.147 -4.617
C -1.943 -0.633 -4.226
C -1.678 -0.834 -2.879
C -2.444 -2.414 -0.109
C -3.194 -3.048 -1.099
C -3.492 -4.399 -1.004
C -3.043 -5.137 0.080
C -2.296 -4.517 1.068
C -1.997 -3.166 0.977
H -4.309 2.186 3.300
H -6.561 1.284 2.809
H -6.825 -0.436 1.027
H -4.855 -1.210 -0.214
H -4.201 1.011 -1.563
H -4.662 1.365 -3.956
H -3.216 0.320 -5.669
H -1.293 -1.082 -4.966
H -0.833 -1.446 -2.580
H -3.526 -2.497 -1.969
H -4.050 -4.879 -1.798
H -3.251 -6.199 0.138
H -1.906 -5.090 1.900
H -1.384 -2.707 1.738
S 1.422 0.692 -1.478
C 0.471 1.493 -2.691
C 0.846 1.380 -4.030
C 0.146 2.033 -5.035
C 0.546 1.882 -6.400
N 0.875 1.765 -7.497
C -0.961 2.831 -4.697
C -1.334 2.952 -3.366
C -0.636 2.300 -2.351
S -1.126 2.486 -0.698
C -1.735 3.490 -5.701
N -2.383 4.021 -6.492
H 1.692 0.754 -4.285
H -2.194 3.557 -3.107
F 0.456 -2.546 -1.156
As 0.918 -4.012 -1.966
F 1.263 -3.084 -3.399
F -0.729 -4.198 -2.509
F 1.356 -5.471 -2.812
F 0.553 -4.946 -0.550
F 2.559 -3.821 -1.439
C 5.359 1.421 0.131
N 4.186 0.587 0.047
C 4.506 -0.713 -0.510
C 3.512 0.437 1.331
C 2.863 1.712 1.831
C 3.622 2.541 2.656
C 3.118 3.742 3.139
C 1.838 4.124 2.772
C 1.075 3.291 1.960
C 1.539 2.057 1.488
H 5.830 1.488 -0.852
H 6.110 1.024 0.845
H 5.088 2.427 0.451
H 4.960 -0.589 -1.495
H 3.602 -1.311 -0.625
H 5.213 -1.277 0.129
H 4.235 0.077 2.089
H 2.764 -0.352 1.221
H 4.623 2.227 2.939
H 3.722 4.369 3.787
H 1.426 5.068 3.117
H 0.085 3.633 1.678
C 4.320 -1.134 5.260
C 3.021 -0.449 4.950
C 2.588 0.669 5.647
C 1.378 1.211 5.246
N 0.662 0.723 4.249
C 1.177 -0.341 3.600
S 0.307 -0.960 2.218
N 2.319 -0.954 3.939
H 4.753 -0.779 6.195
H 5.026 -0.946 4.448
H 4.167 -2.212 5.308
H 3.161 1.093 6.462
H 0.967 2.083 5.748
*
```

## Properties
Energy above the lowest of the compared OMol25 structures with the same formula, charge and spin, kcal per mole: 10.3
HOMO level (spin up / spin down), eV: -2.678 / -2.771
E_LUMO (spin up / spin down), eV: 3.92 / 3.92
Kohn-Sham gap (spin up / spin down), Eh: 0.243 / 0.246

[2]
# C40H33BrMoN11O2S2

A structure of composition C40H33BrMoN11O2S2 (ωB97M-V/def2-TZVPD, the OMol25 dataset).

ORCA input file:
```
! wB97M-V def2-TZVPD RIJCOSX def2/J DEFGRID3
* xyz 1 3
Mo 0.026 0.073 -0.005
N -1.808 -3.018 -2.774
C -1.081 -2.389 -1.829
S -1.937 -1.369 -0.712
N 0.200 -2.629 -1.797
N 0.835 -1.924 -0.820
C 1.956 -2.382 -0.398
C 2.605 -3.633 -0.864
C 3.130 -3.754 -2.147
C 3.729 -4.943 -2.535
C 3.804 -6.013 -1.654
C 3.290 -5.891 -0.371
C 2.699 -4.701 0.026
C 2.510 -1.637 0.739
C 3.729 -1.950 1.327
C 4.109 -1.291 2.480
C 3.252 -0.350 3.035
C 2.076 -0.067 2.377
N 1.720 -0.670 1.236
H -2.809 -2.950 -2.765
H -1.371 -3.759 -3.296
H 3.098 -2.911 -2.817
H 4.147 -5.030 -3.529
H 4.272 -6.939 -1.964
H 3.352 -6.720 0.323
H 2.304 -4.601 1.031
H 4.351 -2.709 0.876
H 5.056 -1.519 2.951
H 3.487 0.162 3.957
H 1.387 0.673 2.762
N 1.364 -1.261 -8.381
C 1.625 -0.852 -7.097
C 2.138 0.428 -6.847
C 2.363 0.853 -5.555
C 2.088 0.005 -4.490
C 1.573 -1.267 -4.717
C 1.341 -1.690 -6.009
S 2.424 0.554 -2.864
O 2.977 1.878 -2.947
O 3.206 -0.442 -2.166
N 1.000 0.591 -2.043
C -0.066 1.245 -2.556
N -0.134 1.877 -3.727
C -1.327 2.356 -4.048
C -2.454 2.228 -3.239
C -2.272 1.611 -2.021
N -1.073 1.152 -1.676
H 1.777 -0.747 -9.138
H 1.223 -2.240 -8.552
H 2.354 1.088 -7.679
H 2.748 1.844 -5.358
H 1.341 -1.919 -3.884
H 0.938 -2.680 -6.191
H -1.392 2.870 -5.001
H -3.418 2.609 -3.541
H -3.074 1.475 -1.308
C 0.219 -4.674 3.442
C 0.301 -3.538 4.235
C -0.054 -2.303 3.717
C -0.473 -2.207 2.394
C -0.557 -3.334 1.593
C -0.219 -4.568 2.130
N -0.823 -0.894 1.890
N -1.615 -0.288 2.627
C -1.926 0.998 2.167
C -2.829 1.732 2.934
C -3.153 3.013 2.534
C -2.563 3.527 1.383
C -1.673 2.768 0.634
C -1.317 1.464 0.997
H 0.481 -5.641 3.851
H 0.633 -3.612 5.263
H -0.012 -1.413 4.330
H -0.921 -3.259 0.579
H -0.313 -5.454 1.515
H -3.252 1.283 3.824
H -3.850 3.609 3.106
H -2.795 4.536 1.066
H -1.224 3.228 -0.237
Br 1.775 5.365 2.676
C 2.257 3.924 1.565
C 3.539 3.807 1.058
C 3.815 2.699 0.279
C 2.815 1.779 0.027
N 1.561 1.914 0.481
C 1.303 2.972 1.261
H 4.294 4.550 1.276
H 4.796 2.536 -0.144
H 3.045 0.888 -0.533
H 0.309 3.070 1.664
*
```

## Properties
Energy above the lowest of the compared OMol25 structures with the same formula, charge and spin, kcal per mole: 1.4
HOMO level (spin up / spin down), eV: -10.119 / -10.124
E_LUMO (spin up / spin down), eV: -3.07 / -3.97
Kohn-Sham gap (spin up / spin down), Eh: 0.259 / 0.226

[3]
# C40H33F3N5O2S3Se2Ti

A structure of composition C40H33F3N5O2S3Se2Ti at a distorted geometry (ωB97M-V/def2-TZVPD, the OMol25 dataset).

ORCA input file:
```
! wB97M-V def2-TZVPD RIJCOSX def2/J DEFGRID3
* xyz 3 1
Ti -0.328 0.392 0.234
Se 1.260 -2.037 0.909
Se 1.602 -1.117 3.003
C -0.203 -0.519 3.287
C -0.718 -0.592 4.572
C -2.069 -0.365 4.765
C -2.862 -0.098 3.655
C -2.262 0.028 2.421
N -0.942 -0.150 2.230
C 2.260 -0.640 0.008
C 3.445 -0.891 -0.651
C 4.180 0.200 -1.105
C 3.717 1.480 -0.829
C 2.509 1.640 -0.175
N 1.764 0.592 0.210
H -0.064 -0.861 5.391
H -2.502 -0.432 5.753
H -3.932 0.017 3.748
H -2.850 0.265 1.542
H 3.789 -1.908 -0.774
H 5.115 0.046 -1.625
H 4.290 2.350 -1.117
H 2.126 2.621 0.069
F 1.108 -1.281 -6.520
C 0.746 -0.045 -6.180
F -0.425 0.225 -6.778
F 1.655 0.813 -6.635
C 0.583 0.088 -4.676
C 0.457 1.339 -4.095
C 0.264 1.416 -2.726
N 0.193 0.336 -1.941
C 0.329 -0.868 -2.516
C 0.528 -1.042 -3.870
H 0.506 2.238 -4.693
H 0.171 2.378 -2.238
H 0.271 -1.736 -1.868
H 0.644 -2.032 -4.289
C -5.376 -2.656 -2.433
N -4.273 -2.505 -1.504
N -3.310 -1.542 -1.618
C -2.510 -1.621 -0.507
O -1.450 -0.882 -0.276
C -2.980 -2.671 0.276
C -4.082 -3.201 -0.378
C -4.929 -4.353 0.002
C -3.225 -0.664 -2.744
C -3.327 -1.163 -4.038
C -3.311 -0.282 -5.107
C -3.187 1.082 -4.887
C -3.053 1.570 -3.596
C -3.061 0.694 -2.521
H -5.568 -1.718 -2.948
H -6.267 -2.938 -1.876
H -5.173 -3.435 -3.170
H -2.570 -3.006 1.211
H -4.513 -4.841 0.879
H -4.981 -5.080 -0.809
H -5.947 -4.037 0.234
H -3.409 -2.226 -4.219
H -3.402 -0.662 -6.114
H -3.194 1.762 -5.727
H -2.974 2.634 -3.416
H -2.979 1.058 -1.510
O -0.874 1.953 0.301
C -1.405 3.268 0.650
C -1.237 4.214 -0.524
C -2.107 5.067 -1.130
C -1.490 5.894 -2.109
C -0.160 5.673 -2.227
S 0.379 4.461 -1.132
C -2.841 3.139 1.133
C -3.231 3.043 2.440
C -4.626 2.854 2.596
C -5.282 2.807 1.408
S -4.217 3.010 0.084
C -0.577 3.831 1.798
C -0.752 5.031 2.409
C 0.141 5.229 3.496
C 0.981 4.184 3.685
S 0.703 2.928 2.537
H -3.159 5.139 -0.904
H -2.022 6.633 -2.688
H 0.559 6.162 -2.863
H -2.553 3.130 3.274
H -5.120 2.792 3.553
H -6.338 2.695 1.225
H -1.499 5.749 2.105
H 0.142 6.113 4.113
H 1.764 4.077 4.416
*
```

## Properties
Energy above the lowest of the compared OMol25 structures with the same formula, charge and spin, kcal per mole: 25.3
HOMO level, eV: -15.407
E_LUMO, eV: -9.26
Kohn-Sham gap, Eh: 0.226